Entry 1:
ORCA calculation (the ωB97M-V functional and the def2-TZVPD basis) on C20H35AsBrCoF6N6O8S2Si2 as an isolated structure at a distorted geometry.

The spin multiplicity is 4. Its lowest unoccupied orbital energy (spin up / spin down) is 0.07107 / 0.06983 Ha. The calculation puts the HOMO energy (spin up / spin down) at -4.461 / -4.610 eV. The value obtained for the HOMO-LUMO gap (spin up / spin down) is 6.39 / 6.51 eV. The net charge is -1.

Geometry as XYZ:
```
82
C20H35AsBrCoF6N6O8S2Si2 (the ωB97M-V functional and the def2-TZVPD basis)
Co 0.04854 0.29397 -0.00067
N -0.33883 -0.81552 1.80806
C 0.79739 -1.64616 2.25111
C 1.21039 -1.30627 3.68646
C 2.51573 -1.98112 4.09159
C 3.74588 -1.44364 3.35480
N 3.60143 -1.34837 1.90193
C 3.17601 -2.36048 1.15029
N 3.27003 -3.62801 1.57712
N 2.67931 -2.11786 -0.06665
C 0.52829 -3.16533 2.01593
O 0.13202 -3.81088 3.00328
O 0.80346 -3.60101 0.86675
H -0.37666 0.01479 2.39611
H -1.23497 -1.27898 1.92040
H 1.60700 -1.32932 1.60409
H 0.41777 -1.59948 4.37752
H 1.33926 -0.21750 3.75980
H 2.38822 -3.05847 3.98491
H 2.71750 -1.81468 5.15423
H 4.62965 -2.03694 3.60981
H 3.96041 -0.42776 3.68553
H 3.44675 -0.42725 1.50760
H 3.52481 -3.74303 2.54324
H 2.42073 -4.17057 1.34612
H 2.27019 -1.19650 -0.18321
H 2.07694 -2.85236 -0.41758
F -4.08579 1.13829 3.08077
C -2.97719 1.86737 3.19578
F -2.02818 1.10030 3.74562
F -3.21995 2.89004 4.01487
S -2.45858 2.46262 1.52592
O -1.97890 1.25871 0.88414
O -3.63290 3.08745 1.00975
N -1.36018 3.54606 1.81193
S 0.16888 3.26881 2.01991
O 0.54269 1.86929 2.00602
O 0.96974 4.19661 1.28403
C 0.42126 3.76932 3.77661
F 1.72634 3.74178 4.05631
F -0.20369 2.93521 4.60874
F -0.03247 5.00266 3.99231
Br -1.51291 3.03010 -1.97051
C 0.36504 2.96444 -1.86271
C 1.09479 3.91645 -2.56215
C 2.47077 3.88321 -2.46353
C 3.06860 2.91035 -1.67765
C 2.25843 2.00357 -1.02691
N 0.91775 2.02537 -1.11578
C 2.86911 0.89384 -0.18738
O 4.07594 0.90466 0.05237
O 2.05659 -0.01320 0.18172
H 0.57771 4.65567 -3.15499
H 3.07025 4.61151 -2.99442
H 4.13735 2.82961 -1.54668
C -4.22147 0.29795 -1.82497
Si -3.21654 -1.26481 -1.51840
C -3.59661 -1.82508 0.23679
C -3.86961 -2.59154 -2.69082
As -0.93072 -1.07153 -1.75245
Si -0.64307 -0.62222 -3.99060
C 0.96496 0.33999 -4.23125
C -2.00557 0.34622 -4.86414
C -0.47490 -2.24347 -4.93725
H -5.27910 0.11231 -1.61091
H -4.13857 0.63104 -2.86169
H -3.88454 1.10821 -1.17606
H -4.67481 -1.97777 0.34575
H -3.29972 -1.06732 0.96468
H -3.09142 -2.76443 0.47301
H -4.89057 -2.87804 -2.42099
H -3.23811 -3.48073 -2.64329
H -3.88309 -2.24219 -3.72648
H 0.80549 1.40830 -4.06828
H 1.34759 0.21004 -5.24797
H 1.73565 0.00484 -3.53293
H -2.15201 1.32589 -4.40717
H -2.95864 -0.18640 -4.83922
H -1.73230 0.49284 -5.91454
H 0.26826 -2.88436 -4.45903
H -0.17577 -2.07153 -5.97579
H -1.42256 -2.78761 -4.93861
```

***

Entry 2:
ORCA calculation (the ωB97M-V functional and the def2-TZVPD basis) on CH10MoN3O2 as an isolated structure at a distorted geometry.

The spin multiplicity is 3. Its lowest unoccupied orbital energy (spin up / spin down) is -0.19215 / -0.18663 Ha. The calculation puts the HOMO energy (spin up / spin down) at -12.843 / -12.168 eV. The value obtained for the HOMO-LUMO gap (spin up / spin down) is 7.61 / 7.09 eV. The net charge is +1.

Geometry as XYZ:
```
17
CH10MoN3O2 (the ωB97M-V functional and the def2-TZVPD basis)
C 1.45903 1.31259 0.35596
Mo -0.68629 0.32948 -0.42330
N -1.82745 -1.43052 0.09653
N 0.15773 0.17964 -2.41834
H -2.62783 -1.15332 0.67801
H 1.44058 0.23719 0.16337
H 1.52438 1.48964 1.43600
H 0.54090 1.87300 -0.02758
H 2.33038 1.73209 -0.16260
H -0.56132 0.18611 -3.13872
H 0.62058 -0.73214 -2.48791
H 0.84607 0.89846 -2.65570
H -2.17055 -1.98010 -0.68619
H -1.28584 -2.07616 0.67414
O -0.44916 1.34757 2.53606
N -1.17118 0.72731 1.70949
O -2.33253 0.33316 2.05198
```

***

Entry 3:
ORCA calculation (the ωB97M-V functional and the def2-TZVPD basis) on one molecule with the formula C7H9N.

Its lowest unoccupied orbital energy is 0.03796 Ha. The calculation puts the HOMO energy at -7.837 eV. The value obtained for the HOMO-LUMO gap is 8.87 eV. The structure (SMILES) is CNc1ccccc1.

Geometry as XYZ:
```
17
C7H9N (the ωB97M-V functional and the def2-TZVPD basis)
C 2.76956 0.43993 0.30621
N 1.80171 -0.48763 -0.21242
C 0.44321 -0.23980 -0.06433
C -0.03334 1.01973 0.29823
C -1.39417 1.26491 0.27547
C -2.31089 0.29275 -0.09872
C -1.83478 -0.98068 -0.37769
C -0.48148 -1.24124 -0.34356
H 2.83192 1.31980 -0.32571
H 3.75581 -0.02254 0.34820
H 2.57435 0.76767 1.33783
H 2.02632 -1.46554 -0.12368
H 0.62399 1.81603 0.60242
H -1.74137 2.25237 0.57253
H -3.36490 0.51006 -0.10780
H -2.55718 -1.73830 -0.63338
H -0.14558 -2.25657 -0.51170
```

***

Entry 4:
ORCA calculation (the ωB97M-V functional and the def2-TZVPD basis) on a 2-piece molecular cluster, C5H15N2O overall at a distorted geometry.

The spin multiplicity is 2. Its lowest unoccupied orbital energy (spin up / spin down) is -0.41658 / -0.45534 Ha. The calculation puts the HOMO energy (spin up / spin down) at -16.515 / -16.512 eV. The value obtained for the HOMO-LUMO gap (spin up / spin down) is 5.18 / 4.12 eV. The net charge is +2.

Geometry as XYZ:
```
23
C5H15N2O (the ωB97M-V functional and the def2-TZVPD basis)
N -4.83831 -0.52040 -0.02393
C 1.05182 -0.74271 0.18185
C -0.14644 -0.52815 -0.47716
C -1.13102 0.41729 0.44742
O -2.24333 0.67938 -0.23732
C 2.39212 -0.75247 -0.50044
N 3.42039 0.06272 0.19891
C 3.27808 1.50441 0.16577
H -5.27984 -0.69572 0.87110
H -5.17829 -1.22026 -0.67406
H -5.20590 0.37108 -0.34209
H 1.00655 -1.39152 1.05623
H -0.67381 -1.47379 -0.67393
H -0.00064 -0.06765 -1.45216
H -1.29775 -0.05903 1.41220
H -0.60330 1.35686 0.61758
H -2.92596 -0.02845 -0.10814
H 2.34560 -0.41233 -1.53107
H 2.75454 -1.79120 -0.49290
H 3.57137 -0.29532 1.15105
H 3.93903 1.97245 0.88484
H 2.22179 1.73616 0.35288
H 3.54330 1.87864 -0.82663
```

***

Entry 5:
ORCA calculation (the ωB97M-V functional and the def2-TZVPD basis) on C30H24BrCaN11O4 as an isolated structure.

Its lowest unoccupied orbital energy is -0.03541 Ha. The calculation puts the HOMO energy at -6.937 eV. The value obtained for the HOMO-LUMO gap is 5.97 eV.

Geometry as XYZ:
```
71
C30H24BrCaN11O4 (the ωB97M-V functional and the def2-TZVPD basis)
Ca -0.09581 0.07340 0.21915
O 1.71207 -7.08246 1.30439
C 0.65598 -6.64930 0.80786
O -0.35561 -7.21224 0.35836
C 0.59670 -5.09352 0.73269
C 1.61598 -4.32581 1.28207
C 1.53321 -2.94925 1.21494
N 0.52484 -2.30796 0.60886
C -0.45010 -3.05596 0.05345
C -0.46381 -4.43570 0.12186
C -1.52724 -2.26649 -0.66959
O -2.69533 -2.62374 -0.62826
O -1.08333 -1.18456 -1.24623
H 2.44823 -4.83551 1.75214
H 2.29725 -2.32275 1.66898
H -1.27539 -5.01345 -0.30118
N -2.70849 2.61128 0.69727
C -3.02141 1.40360 1.31613
C -4.36007 1.21466 1.68738
C -4.72434 0.03726 2.29761
C -3.76270 -0.94050 2.53196
C -2.47918 -0.68229 2.12720
N -2.09741 0.47340 1.54033
C -1.52086 3.24002 0.33211
C -1.59014 4.62657 0.12954
C -0.45357 5.31620 -0.21823
C 0.74597 4.62293 -0.35578
C 0.71839 3.26437 -0.16489
N -0.38595 2.56496 0.16180
H -3.50410 3.22079 0.61959
H -5.09093 1.98805 1.48733
H -5.75515 -0.12717 2.58366
H -4.01176 -1.89247 2.97929
H -1.70106 -1.43161 2.25731
H -2.53338 5.14209 0.26480
H -0.49527 6.38686 -0.37379
H 1.66797 5.11944 -0.62463
H 1.62185 2.67666 -0.29170
N 1.58691 -0.62083 -2.64718
C 2.54848 -0.25622 -1.78569
N 3.81027 -0.26522 -2.19727
C 4.70467 0.02425 -1.25507
N 5.99508 0.07353 -1.61952
N 4.43446 0.26006 0.04817
C 3.15306 0.28434 0.34170
N 2.16352 0.10541 -0.52969
C 2.78874 0.49889 1.77982
C 3.78473 0.63571 2.73496
C 3.42480 0.77219 4.06538
C 2.08410 0.77331 4.40176
C 1.15490 0.64076 3.38497
N 1.48986 0.50494 2.10223
H 1.88261 -0.96531 -3.54346
H 0.66947 -0.90148 -2.30067
H 6.24831 -0.20210 -2.55092
H 6.69749 0.17452 -0.91011
H 4.81760 0.61924 2.41977
H 4.18477 0.86971 4.83006
H 1.75576 0.86982 5.42785
H 0.09252 0.64189 3.60221
Br -0.30494 3.12132 -3.69562
C -1.60076 1.71920 -3.77082
C -1.89517 1.16715 -5.00665
C -2.84915 0.16107 -5.03016
C -3.44828 -0.23519 -3.84534
C -3.05790 0.38094 -2.67133
N -2.13731 1.35634 -2.63119
H -1.39901 1.51437 -5.90094
H -3.11809 -0.30900 -5.96819
H -4.18565 -1.02636 -3.81940
H -3.47189 0.06299 -1.72345
```

***

Entry 6:
ORCA calculation (the ωB97M-V functional and the def2-TZVPD basis) on C29H23FGdN9O5SSe2 as an isolated structure at a distorted geometry.

The spin multiplicity is 8. Its lowest unoccupied orbital energy (spin up / spin down) is -0.01369 / -0.00679 Ha. The calculation puts the HOMO energy (spin up / spin down) at -7.211 / -7.227 eV. The value obtained for the HOMO-LUMO gap (spin up / spin down) is 6.84 / 7.04 eV.

Geometry as XYZ:
```
71
C29H23FGdN9O5SSe2 (the ωB97M-V functional and the def2-TZVPD basis)
Gd -0.41101 -0.70072 0.10301
O -0.25070 2.48051 2.70181
C 0.49951 1.83046 1.65850
O -0.33145 1.34961 0.70592
C 1.21267 0.67863 2.41251
C 2.09596 0.80798 3.47269
C 2.41394 -0.33145 4.19920
C 1.82015 -1.55176 3.89282
C 0.96422 -1.60160 2.81052
N 0.71949 -0.50930 2.08828
C 0.08230 -2.80379 2.40922
O 0.19963 -3.84614 3.03049
O -0.75139 -2.52286 1.47939
H -1.17124 2.27763 2.49579
H 2.49483 1.77839 3.73539
H 3.09667 -0.26085 5.03682
H 1.99069 -2.44319 4.47949
Se -3.00649 -0.44973 -1.15980
Se -3.93487 1.61573 -1.67195
C -2.29241 2.51696 -2.17670
C -2.40774 3.77740 -2.75499
C -1.24367 4.43474 -3.10300
C -0.02668 3.82179 -2.84036
C -0.03047 2.56759 -2.25648
N -1.14859 1.90390 -1.94897
C -3.59623 -0.68329 0.67507
C -4.87135 -1.14242 0.96700
C -5.16804 -1.39664 2.29681
C -4.18911 -1.19419 3.25830
C -2.94426 -0.73818 2.85776
N -2.65560 -0.48076 1.58501
H -3.38733 4.20805 -2.91600
H -1.28160 5.41357 -3.56389
H 0.90976 4.30943 -3.07386
H 0.89703 2.07883 -2.00053
H -5.59017 -1.30001 0.17627
H -6.14737 -1.76250 2.57657
H -4.38405 -1.40482 4.30029
H -2.14439 -0.57746 3.57124
O -1.02875 -2.11055 -1.58218
N -0.87488 -3.42887 -1.70272
C -1.85642 -4.10997 -2.32907
C -1.77423 -5.45679 -2.53272
C -0.64394 -6.13222 -2.05256
C 0.33844 -5.43253 -1.40682
C 0.25683 -4.03408 -1.22515
S 1.48320 -3.12009 -0.50896
H -2.69110 -3.50079 -2.64182
H -2.57149 -5.97475 -3.04399
H -0.55481 -7.20183 -2.19018
H 1.21688 -5.91980 -1.01180
F 3.78556 5.57850 -0.95669
C 3.01528 4.68517 -0.29947
C 1.73744 5.04805 0.07830
C 0.95889 4.12211 0.75257
C 1.45069 2.85435 1.04330
C 2.74027 2.51926 0.65440
C 3.53181 3.43668 -0.02481
H 1.35915 6.03440 -0.15649
H -0.04569 4.37931 1.05950
H 3.12486 1.52935 0.86079
H 4.54334 3.20004 -0.32969
N 4.59467 -1.14828 -1.85507
N 3.27741 -0.85037 -2.02339
N 2.63256 -1.15729 -3.12266
C 1.40340 -0.77447 -2.81531
N 1.34792 -0.22395 -1.59746
N 2.56552 -0.28044 -1.10262
H 5.04105 -1.29963 -2.74324
H 5.05190 -0.49702 -1.23927
H 0.55357 -0.88309 -3.46435
```

***

Entry 7:
ORCA calculation (the ωB97M-V functional and the def2-TZVPD basis) on one molecule with the formula C21H22ClNO2 at a distorted geometry.

Its lowest unoccupied orbital energy is -0.05016 Ha. The calculation puts the HOMO energy at -9.071 eV. The value obtained for the HOMO-LUMO gap is 7.71 eV. The structure (SMILES) is C[C@H](Cl)Cc1ccc(CCCCN)c2c1C(=O)c1ccccc1C2=O.

Geometry as XYZ:
```
47
C21H22ClNO2 (the ωB97M-V functional and the def2-TZVPD basis)
C -4.86174 -0.81508 -0.21271
C -3.87009 -1.23193 -1.39939
Cl -4.67073 -1.31537 -3.05240
C -2.99535 -2.56844 -1.05971
C -1.74418 -2.02909 -0.17894
C -1.97963 -2.03975 1.37499
C -0.84053 -1.49235 2.26706
C 0.46341 -0.95906 1.61838
C 1.60688 -0.36062 2.55973
C 1.08016 0.43929 3.84509
C 0.87220 2.01941 3.59502
C 2.22146 2.80137 3.21073
N 2.16001 3.28815 1.78776
C 0.70503 -0.99019 0.06957
C -0.44398 -1.54405 -0.85747
C -0.18495 -1.56531 -2.43517
O -0.64930 -2.42936 -3.22664
C 0.77019 -0.44929 -3.09242
C 0.62140 0.04268 -4.56012
C 1.65843 1.11468 -5.04104
C 2.79942 1.65052 -4.14992
C 2.92068 1.13670 -2.66856
C 1.90348 0.09701 -2.15393
C 2.01788 -0.46849 -0.64552
O 3.18147 -0.48361 -0.15818
H -4.37960 -0.82733 0.82807
H -5.15201 0.28612 -0.40467
H -5.76562 -1.51169 -0.17339
H -3.08425 -0.38591 -1.47088
H -2.66258 -3.12988 -1.99261
H -3.64864 -3.26203 -0.42518
H -2.96885 -2.44340 1.79676
H -1.02988 -1.50430 3.40200
H 2.35495 -1.19978 2.79890
H 2.18824 0.40531 1.91699
H 0.10994 0.04716 4.29807
H 1.88506 0.31924 4.66852
H 0.51895 2.44949 4.60944
H 0.08746 2.16959 2.77942
H 2.39276 3.72140 3.88667
H 3.12545 2.08246 3.26276
H 3.07886 3.19212 1.32861
H 1.51601 2.70303 1.23688
H -0.20227 -0.36718 -5.24734
H 1.57144 1.50123 -6.10590
H 3.57918 2.42602 -4.46414
H 3.74379 1.48053 -1.96520
```

***

Entry 8:
ORCA calculation (the ωB97M-V functional and the def2-TZVPD basis) on one molecule with the formula C3H4BrNOS at a distorted geometry.

Its lowest unoccupied orbital energy is 0.01846 Ha. The calculation puts the HOMO energy at -9.229 eV. The value obtained for the HOMO-LUMO gap is 9.73 eV. The structure (SMILES) is O=C1NCS[C@H]1Br.

Geometry as XYZ:
```
11
C3H4BrNOS (the ωB97M-V functional and the def2-TZVPD basis)
O 0.00304 -1.58456 -2.19138
C 0.09307 -1.00871 -1.15875
N 0.32403 0.28111 -1.01421
C 0.21711 0.76777 0.30664
S 0.51689 -0.61750 1.47191
C -0.02312 -1.85597 0.31694
Br -1.85769 -2.51816 0.83259
H 0.56290 1.02494 -1.72621
H 1.02988 1.54750 0.44608
H -0.87492 1.25723 0.60841
H 0.66098 -2.67152 0.46500
```

***

Please write out number 7 again, unchanged.
ORCA calculation (the ωB97M-V functional and the def2-TZVPD basis) on one molecule with the formula C21H22ClNO2 at a distorted geometry.

Its lowest unoccupied orbital energy is -0.05016 Ha. The calculation puts the HOMO energy at -9.071 eV. The value obtained for the HOMO-LUMO gap is 7.71 eV. The structure (SMILES) is C[C@H](Cl)Cc1ccc(CCCCN)c2c1C(=O)c1ccccc1C2=O.

Geometry as XYZ:
```
47
C21H22ClNO2 (the ωB97M-V functional and the def2-TZVPD basis)
C -4.86174 -0.81508 -0.21271
C -3.87009 -1.23193 -1.39939
Cl -4.67073 -1.31537 -3.05240
C -2.99535 -2.56844 -1.05971
C -1.74418 -2.02909 -0.17894
C -1.97963 -2.03975 1.37499
C -0.84053 -1.49235 2.26706
C 0.46341 -0.95906 1.61838
C 1.60688 -0.36062 2.55973
C 1.08016 0.43929 3.84509
C 0.87220 2.01941 3.59502
C 2.22146 2.80137 3.21073
N 2.16001 3.28815 1.78776
C 0.70503 -0.99019 0.06957
C -0.44398 -1.54405 -0.85747
C -0.18495 -1.56531 -2.43517
O -0.64930 -2.42936 -3.22664
C 0.77019 -0.44929 -3.09242
C 0.62140 0.04268 -4.56012
C 1.65843 1.11468 -5.04104
C 2.79942 1.65052 -4.14992
C 2.92068 1.13670 -2.66856
C 1.90348 0.09701 -2.15393
C 2.01788 -0.46849 -0.64552
O 3.18147 -0.48361 -0.15818
H -4.37960 -0.82733 0.82807
H -5.15201 0.28612 -0.40467
H -5.76562 -1.51169 -0.17339
H -3.08425 -0.38591 -1.47088
H -2.66258 -3.12988 -1.99261
H -3.64864 -3.26203 -0.42518
H -2.96885 -2.44340 1.79676
H -1.02988 -1.50430 3.40200
H 2.35495 -1.19978 2.79890
H 2.18824 0.40531 1.91699
H 0.10994 0.04716 4.29807
H 1.88506 0.31924 4.66852
H 0.51895 2.44949 4.60944
H 0.08746 2.16959 2.77942
H 2.39276 3.72140 3.88667
H 3.12545 2.08246 3.26276
H 3.07886 3.19212 1.32861
H 1.51601 2.70303 1.23688
H -0.20227 -0.36718 -5.24734
H 1.57144 1.50123 -6.10590
H 3.57918 2.42602 -4.46414
H 3.74379 1.48053 -1.96520
```